{
  "formula": "C41H32CaClF2IN6OS2",
  "method": "the ωB97M-V functional and the def2-TZVPD basis",
  "symbols": ["Ca", "F", "C", "C", "C", "C", "C", "F", "C", "C", "C", "C", "C", "C", "N", "H", "H", "H", "H", "H", "H", "Cl", "C", "C", "C", "I", "C", "O", "C", "N", "C", "C", "C", "C", "H", "H", "H", "H", "C", "N", "C", "N", "S", "H", "H", "H", "H", "H", "H", "C", "N", "C", "C", "N", "C", "S", "H", "H", "H", "H", "H", "H", "C", "C", "C", "C", "C", "C", "C", "C", "C", "C", "C", "C", "C", "C", "C", "H", "H", "H", "H", "H", "H", "H", "H", "H", "H"],
  "coordinates": [[0.5118, -0.2341, 0.1582], [0.4591, -1.1291, 5.9556], [-0.2811, -0.7142, 4.8865], [0.1498, -0.9616, 3.6035], [-0.6011, -0.5447, 2.4923], [-1.8208, 0.1232, 2.7568], [-2.2016, 0.3670, 4.0751], [-3.3430, 1.0674, 4.3782], [-1.4588, -0.0385, 5.1633], [-2.6343, 0.5617, 1.5804], [-3.9988, 0.8741, 1.6342], [-4.6587, 1.2741, 0.4846], [-3.9635, 1.3502, -0.7109], [-2.6248, 0.9953, -0.6920], [-1.9821, 0.6149, 0.4074], [1.0916, -1.4892, 3.4679], [-1.7790, 0.1746, 6.1726], [-4.5296, 0.7999, 2.5688], [-5.7138, 1.5202, 0.5276], [-4.4285, 1.6554, -1.6391], [-2.0312, 0.9908, -1.5978], [5.3733, 2.9552, 4.7203], [4.6026, 1.9701, 3.4883], [5.3046, 0.9605, 2.8987], [4.7164, 0.1504, 1.9187], [5.8218, -1.3952, 1.0670], [3.3873, 0.3001, 1.4968], [2.8056, -0.4256, 0.6346], [2.6800, 1.4208, 2.1193], [1.4144, 1.6293, 1.6727], [0.7012, 2.5999, 2.1825], [1.1885, 3.4476, 3.1931], [2.4611, 3.2661, 3.6509], [3.2625, 2.2350, 3.1112], [6.3296, 0.7840, 3.1968], [-0.3000, 2.7326, 1.7871], [0.5590, 4.2353, 3.5844], [2.8709, 3.9072, 4.4202], [-1.5278, 2.9068, -3.4567], [-1.0638, 3.5413, -2.2300], [0.2318, 3.5714, -1.8537], [1.0388, 2.6318, -2.3710], [0.7804, 4.7728, -0.7952], [-2.6130, 2.9760, -3.4987], [-1.2569, 1.8553, -3.4866], [-1.1056, 3.3905, -4.3426], [-1.6008, 4.3036, -1.8534], [0.6628, 1.7149, -2.6441], [1.9729, 2.6369, -1.9950], [-2.0028, -3.8248, 2.1002], [-2.2021, -3.2801, 0.7734], [-3.4045, -2.8894, 0.2130], [-3.1217, -2.3789, -1.0042], [-1.7619, -2.4803, -1.1850], [-1.1856, -3.0135, -0.0882], [0.4654, -3.2207, 0.2181], [-2.9447, -3.7586, 2.6421], [-1.2355, -3.2456, 2.6100], [-1.6777, -4.8645, 2.0429], [-4.3391, -2.9867, 0.7359], [-3.7698, -1.9465, -1.7453], [-1.2041, -1.9480, -1.8922], [-0.0549, -0.2969, -2.3446], [-0.3858, -0.3254, -3.5409], [-0.7647, -0.3101, -4.9114], [-2.1186, 0.0713, -5.2260], [-3.1365, 0.0240, -4.2341], [-4.4350, 0.4308, -4.4728], [-4.8184, 0.9244, -5.7184], [-3.8401, 1.0046, -6.7064], [-2.5387, 0.5955, -6.4780], [0.2463, -0.6544, -5.8922], [-0.0321, -1.0442, -7.2219], [0.9723, -1.3793, -8.1155], [2.3100, -1.3571, -7.7404], [2.6079, -1.0090, -6.4245], [1.6138, -0.6730, -5.5265], [-2.8557, -0.3328, -3.2545], [-5.1663, 0.3564, -3.6728], [-5.8362, 1.2420, -5.9090], [-4.0964, 1.4144, -7.6789], [-1.8083, 0.7262, -7.2631], [-1.0598, -1.1267, -7.5458], [0.6996, -1.6787, -9.1231], [3.0928, -1.6168, -8.4427], [3.6401, -1.0001, -6.0897], [1.8704, -0.4206, -4.5054]],
  "forces_ev_per_a": [[0.054, -0.350, 0.143], [-0.022, 0.008, -0.049], [-0.064, 0.043, 0.117], [-0.072, -0.044, -0.063], [-0.006, 0.000, 0.022], [-0.020, -0.012, -0.179], [0.011, 0.003, -0.034], [0.000, -0.019, -0.025], [0.070, -0.045, -0.034], [0.010, -0.055, 0.111], [0.072, -0.021, 0.008], [0.017, -0.014, 0.011], [-0.019, -0.025, 0.019], [-0.094, 0.016, -0.077], [0.238, 0.102, 0.017], [0.001, 0.023, 0.026], [0.011, -0.001, 0.005], [-0.020, 0.009, 0.019], [-0.002, -0.002, -0.001], [-0.010, -0.007, 0.005], [0.017, -0.003, -0.022], [-0.001, -0.027, -0.024], [-0.052, 0.060, 0.032], [0.027, -0.019, 0.000], [-0.064, -0.046, 0.074], [0.027, -0.021, -0.013], [-0.020, 0.149, -0.084], [-0.095, 0.063, 0.007], [-0.150, -0.031, -0.117], [0.079, 0.007, -0.115], [0.020, 0.082, 0.037], [-0.003, -0.018, -0.016], [0.017, -0.006, -0.001], [0.014, 0.033, 0.035], [0.000, -0.018, -0.015], [0.006, -0.001, 0.003], [-0.010, -0.005, -0.013], [0.010, -0.010, 0.000], [-0.010, 0.048, 0.006], [0.078, -0.039, -0.103], [-0.087, 0.157, 0.082], [0.030, 0.071, 0.109], [0.016, -0.022, 0.001], [-0.012, -0.024, 0.003], [-0.008, 0.002, 0.032], [0.004, 0.026, -0.003], [0.042, 0.014, -0.031], [-0.027, -0.048, -0.044], [-0.006, -0.039, -0.013], [-0.008, 0.018, -0.056], [0.101, -0.111, 0.012], [-0.002, 0.061, -0.096], [-0.173, 0.020, 0.011], [0.081, 0.264, -0.295], [0.161, 0.117, 0.291], [-0.045, -0.152, -0.093], [0.015, 0.011, 0.009], [-0.004, 0.045, 0.023], [-0.013, 0.003, -0.017], [0.011, -0.019, -0.001], [0.024, 0.005, -0.033], [-0.049, -0.136, 0.194], [-0.061, 0.058, 0.002], [-0.010, -0.091, 0.238], [-0.123, 0.010, -0.110], [0.070, -0.032, 0.028], [-0.009, 0.030, -0.098], [0.056, -0.026, -0.018], [-0.023, 0.008, 0.002], [-0.005, 0.005, 0.007], [-0.015, -0.017, 0.022], [0.001, 0.082, 0.064], [-0.001, -0.023, 0.000], [0.017, -0.009, -0.002], [-0.035, 0.010, 0.011], [0.037, -0.002, 0.021], [-0.011, -0.006, -0.064], [-0.005, -0.063, 0.133], [-0.002, 0.000, 0.007], [0.000, 0.001, 0.001], [0.014, -0.003, -0.007], [-0.018, 0.041, -0.017], [0.005, -0.027, -0.016], [-0.005, -0.001, 0.000], [0.007, -0.002, -0.001], [-0.001, 0.001, 0.000], [0.016, -0.016, -0.003]],
  "mulliken_charge": [1.562, -0.396, 0.644, -0.732, -0.114, 0.924, 0.640, -0.400, -0.951, -0.732, -1.018, -0.946, -0.559, -1.295, 1.565, 0.367, 0.469, 0.589, 0.374, 0.570, 1.065, -0.323, 0.517, -0.496, -0.417, -0.029, 0.713, -0.846, -0.239, 0.416, -0.418, -1.256, -0.873, 0.223, 0.361, 0.577, 0.450, 0.366, -0.664, 0.032, -0.033, -0.204, -0.415, 0.336, -0.295, 0.367, 0.226, 0.089, 0.265, -0.860, 0.373, -0.424, -0.612, 0.309, -0.082, -0.340, 0.288, 0.261, 0.317, 0.473, 0.444, -0.187, -0.482, -0.596, -0.355, 0.218, 0.627, 0.002, -0.928, -0.582, -1.221, 0.552, -0.360, -0.701, -0.448, -0.663, -0.633, -0.086, 0.386, 0.351, 0.361, 0.614, 0.589, 0.337, 0.352, 0.351, 0.299],
  "homo_ev": -0.73,
  "charge": -2,
  "e_above_lowest_kcal_mol": 0.0,
  "e_lumo_ev": 3.76,
  "largest_force_ev_per_a": 0.40
}